#A
C4H10NOS | ωB97M-V/def2-TZVPD

As for the highest occupied orbital energy: -13.747 eV. The gap between HOMO and LUMO is 10.3 eV. As for the total charge: +1.

Atoms and positions in Å:
C 1.68 -0.34 0.90
C 1.89 -0.87 -0.55
C -0.78 -0.41 -0.28
C -2.22 1.44 -0.96
N 0.26 -0.14 1.29
O -0.94 0.75 -0.87
S 0.31 -1.64 -0.96
H 2.07 -1.19 1.55
H 2.24 0.55 0.90
H 2.23 -0.14 -1.41
H 2.61 -1.61 -0.49
H -1.68 -0.91 -0.06
H -3.16 0.81 -0.82
H -2.17 1.94 -1.91
H -2.21 2.12 0.04
H -0.10 -1.00 1.66
H -0.04 0.65 1.97

Here are the Mulliken charges for atoms 1 to 8, given in e: -0.52 -0.58 0.04 -0.57 -0.45 -0.28 -0.07 0.32

#B
C4H10NOS | ωB97M-V/def2-TZVPD

The SMILES is [NH3+][C@@H](C=O)CCS. As for the highest occupied orbital energy: -12.868 eV. The gap between HOMO and LUMO is 8.7 eV. As for the total charge: +1.

Atoms and positions in Å:
N -1.88 1.47 -0.34
C -0.67 0.61 -0.05
C -0.56 0.60 1.48
O -0.84 1.58 2.11
C -0.77 -0.73 -0.75
C 0.42 -1.64 -0.41
S 1.99 -0.83 -0.87
H -2.12 2.02 0.50
H -1.70 2.16 -1.07
H -2.69 0.92 -0.62
H 0.16 1.17 -0.50
H -0.25 -0.35 1.95
H -0.66 -0.54 -1.82
H -1.70 -1.28 -0.58
H 0.47 -1.89 0.64
H 0.30 -2.56 -0.97
H 2.74 -1.85 -0.44

Here are the Mulliken charges for atoms 1 to 8, given in e: -0.30 0.14 0.02 -0.45 -0.94 -0.81 -0.18 0.33

#C
C4H10NOS | ωB97M-V/def2-TZVPD

The SMILES is [NH3+][C@@H](C=O)CCS. As for the highest occupied orbital energy: -12.989 eV. The gap between HOMO and LUMO is 9.1 eV. As for the total charge: +1.

Atoms and positions in Å:
N 0.26 -0.96 -1.84
C 0.17 0.01 -0.66
C -1.12 0.79 -0.95
O -2.03 0.24 -1.50
C 0.24 -0.75 0.64
C 0.04 0.22 1.80
S 1.11 1.72 1.59
H -0.52 -1.63 -1.75
H 0.02 -0.49 -2.72
H 1.10 -1.52 -1.84
H 0.91 0.77 -0.87
H -1.05 1.86 -0.68
H 1.24 -1.18 0.74
H -0.50 -1.51 0.66
H -0.99 0.56 1.86
H 0.33 -0.28 2.71
H 0.80 2.14 2.81

Here are the Mulliken charges for atoms 1 to 8, given in e: -0.38 -0.13 -0.03 -0.44 -0.78 -0.83 -0.19 0.37

Ordering by calculated energy gives the sequence #B, #C, #A, with the first entry being the most stable.

#A
CH2ClNO | ωB97M-V/def2-TZVPD

As for the highest occupied orbital energy (spin up / spin down): -10.506 / -9.892 eV. The gap between HOMO and LUMO (spin up / spin down) is 9.7 / 9.5 eV.

Atoms and positions in Å:
C 0.30 0.00 -0.22
N -0.81 -0.09 0.66
O -0.33 -1.24 0.03
Cl -2.23 0.63 -0.02
H 0.38 0.33 -1.23
H 2.69 0.38 0.79

Quick look at the Mulliken charges, all values in e: 0.06 -0.11 -0.22 -0.09 0.31 0.04

#B
CH2ClNO | ωB97M-V/def2-TZVPD

As for the highest occupied orbital energy (spin up / spin down): -9.558 / -9.400 eV. The gap between HOMO and LUMO (spin up / spin down) is 8.6 / 8.4 eV.

Atoms and positions in Å:
C -0.85 0.27 -0.52
N 1.46 -1.32 0.73
O -0.33 1.21 0.00
Cl 1.88 0.06 1.30
H -1.97 0.14 -0.36
H -0.18 -0.36 -1.16

Quick look at the Mulliken charges, all values in e: -0.13 -0.20 -0.39 0.19 0.25 0.28

Ordering by calculated energy gives the sequence #B, #A, with the first entry being the most stable.

#A
C2H3FNOP | ωB97M-V/def2-TZVPD

As for the highest occupied orbital energy (spin up / spin down): -8.251 / -8.255 eV. The gap between HOMO and LUMO (spin up / spin down) is 6.2 / 6.2 eV.

Atoms and positions in Å:
C -0.94 0.47 0.07
C -0.17 -0.84 -0.17
N -2.20 0.65 0.22
O -0.80 -1.96 -0.11
F -4.33 0.33 -0.74
P -3.51 -0.26 0.51
H -0.49 1.46 0.05
H 0.35 -0.73 -1.18
H 0.78 -0.67 0.49

Here are the Mulliken charges for atoms 1 to 8, given in e: 0.02 -0.24 -0.20 -0.66 -0.23 0.47 0.40 0.23

#B
C2H3FNOP | ωB97M-V/def2-TZVPD

The SMILES is FP1N=CCO1. As for the highest occupied orbital energy: -10.302 eV. The gap between HOMO and LUMO is 10.7 eV.

Atoms and positions in Å:
F 0.58 -2.18 -1.23
P 1.12 -0.65 -1.38
N 1.38 -0.38 0.26
C 0.44 0.21 0.87
C -0.79 0.59 0.09
O -0.61 0.27 -1.24
H 0.51 0.45 1.92
H -1.64 0.04 0.50
H -0.98 1.66 0.21

Here are the Mulliken charges for atoms 1 to 8, given in e: -0.24 0.43 -0.48 -0.02 -0.05 -0.52 0.38 0.24

Ordering by calculated energy gives the sequence #B, #A, with the first entry being the most stable.

#A
C5H8O3 | ωB97M-V/def2-TZVPD

The SMILES is COC(C)=O.C#CO. As for the highest occupied orbital energy: -8.771 eV. The gap between HOMO and LUMO is 9.2 eV.

Atoms and positions in Å:
C 1.86 -0.82 0.58
O 0.83 -0.12 -0.14
C -0.45 -1.02 -0.50
C -1.22 -0.29 -1.53
O -0.59 -2.13 -0.07
H 2.40 -0.11 1.20
H 2.55 -1.26 -0.14
H 1.44 -1.59 1.23
H -1.18 -0.84 -2.47
H -2.25 -0.18 -1.19
H -0.82 0.72 -1.68
C -0.12 2.49 0.72
C -0.14 1.29 1.02
O -0.95 0.34 1.61
H 0.49 3.16 0.13
H -1.85 0.36 1.23

Here are the Mulliken charges for atoms 1 to 8, given in e: -0.73 -0.32 0.77 -0.95 -0.48 0.27 0.26 0.35

#B
C5H8O3 | ωB97M-V/def2-TZVPD

As for the highest occupied orbital energy (spin up / spin down): -9.036 / -9.035 eV. The gap between HOMO and LUMO (spin up / spin down) is 8.4 / 8.4 eV.

Atoms and positions in Å:
C -2.25 0.26 0.75
C -3.55 0.60 0.89
C -1.01 0.13 0.54
C 2.05 0.99 -0.25
C 1.34 -0.38 -0.01
O -1.21 0.15 -1.48
O 0.93 -1.01 -1.05
O 0.14 -0.09 0.88
H -3.76 1.64 0.52
H -4.34 -0.11 1.11
H 2.72 1.31 0.47
H 2.69 1.11 -1.15
H 1.31 1.81 -0.41
H 1.86 -1.05 0.72
H -0.99 1.14 -1.73
H -0.07 -0.66 -1.34

Here are the Mulliken charges for atoms 1 to 8, given in e: -0.11 -0.94 1.11 -1.08 0.35 -0.76 -0.63 -0.35

#C
C5H8O3 | ωB97M-V/def2-TZVPD

The SMILES is COC(=O)O.C=C=C. As for the highest occupied orbital energy: -9.549 eV. The gap between HOMO and LUMO is 10.2 eV.

Atoms and positions in Å:
C 1.48 1.20 -1.26
O 0.96 0.86 0.03
C 1.08 -0.49 0.44
O 1.54 -1.34 -0.27
O 1.21 -0.52 1.78
H 2.02 2.14 -1.15
H 0.63 1.33 -1.93
H 2.15 0.46 -1.69
H 0.84 0.28 2.16
C -1.74 0.65 -0.21
C -1.48 -0.55 0.28
C -1.61 -1.77 0.71
H -2.36 0.79 -1.08
H -1.48 1.57 0.29
H -0.94 -2.57 0.40
H -2.29 -2.04 1.50

Here are the Mulliken charges for atoms 1 to 8, given in e: -0.68 -0.34 0.67 -0.53 -0.44 0.26 0.24 0.33

#D
C5H8O3 | ωB97M-V/def2-TZVPD

The SMILES is C[C@@](O)(C=O)[C@H]1CO1. As for the highest occupied orbital energy: -9.731 eV. The gap between HOMO and LUMO is 10.4 eV.

Atoms and positions in Å:
C -1.07 1.41 -0.87
C -0.39 0.42 0.04
O 0.07 1.17 1.15
C -1.52 -0.52 0.40
O -1.68 -1.62 -0.10
C 0.77 -0.44 -0.54
C 2.12 0.10 -0.43
O 1.68 -0.94 0.38
H -0.49 2.34 -0.97
H -2.09 1.71 -0.47
H -1.23 0.92 -1.88
H 0.59 0.66 1.78
H -2.38 -0.13 0.86
H 0.41 -1.16 -1.25
H 2.95 -0.20 -1.09
H 2.20 1.12 0.00

Here are the Mulliken charges for atoms 1 to 8, given in e: -1.48 1.17 -0.64 -0.47 -0.49 -0.22 -0.31 -0.47

Ordering by calculated energy gives the sequence #D, #C, #A, #B, with the first entry being the most stable.

#A
C5H8O3 | ωB97M-V/def2-TZVPD

As for the highest occupied orbital energy: -10.576 eV. The gap between HOMO and LUMO is 11.0 eV.

Atoms and positions in Å:
C -1.08 -1.90 -1.53
C -0.83 -0.22 -0.39
C -0.07 0.53 0.66
C 0.38 1.87 0.07
C 1.10 -0.30 1.19
O -1.69 0.19 -1.20
O -1.00 -1.59 -0.17
O -0.14 -1.46 -2.20
H -1.53 -2.89 -1.66
H -0.79 0.72 1.47
H 0.81 2.48 0.85
H -0.46 2.39 -0.38
H 1.14 1.71 -0.70
H 0.75 -1.23 1.63
H 1.62 0.26 1.96
H 1.79 -0.54 0.39

Here are the Mulliken charges for atoms 1 to 8, given in e: 0.13 0.56 0.81 -1.40 -1.41 -0.61 -0.35 -0.46

#B
C5H8O3 | ωB97M-V/def2-TZVPD

The SMILES is C/C=C/OC(=O)OC. As for the highest occupied orbital energy: -9.659 eV. The gap between HOMO and LUMO is 10.6 eV.

Atoms and positions in Å:
C -1.46 2.27 -0.78
C -0.89 1.02 -0.19
C -0.10 1.04 0.87
O 0.14 -0.05 1.84
C 0.69 -1.16 1.38
O 0.81 -2.17 1.99
O 0.99 -1.01 0.05
C 1.31 -2.22 -0.64
H -1.11 2.40 -1.81
H -1.16 3.15 -0.20
H -2.54 2.22 -0.79
H -1.13 0.09 -0.68
H 0.22 1.95 1.36
H 1.77 -1.93 -1.59
H 0.41 -2.81 -0.80
H 2.04 -2.79 -0.04

Here are the Mulliken charges for atoms 1 to 8, given in e: -1.15 0.07 -0.19 -0.30 0.71 -0.54 -0.34 -0.66

Ordering by calculated energy gives the sequence #B, #A, with the first entry being the most stable.

#A
C4H8ClN | ωB97M-V/def2-TZVPD

The SMILES is CNC/C=C\Cl. As for the highest occupied orbital energy: -8.945 eV. The gap between HOMO and LUMO is 9.9 eV.

Atoms and positions in Å:
C -2.01 -0.96 -0.24
N -0.98 0.08 -0.40
C 0.10 0.04 0.53
C 1.20 0.94 -0.04
C 2.48 0.68 -0.26
Cl 3.11 -0.95 -0.10
H -2.92 -0.79 -0.87
H -1.56 -1.99 -0.35
H -2.56 -0.80 0.72
H -1.48 1.05 -0.38
H 0.46 -1.01 0.50
H -0.06 0.28 1.63
H 0.93 2.00 -0.20
H 3.28 1.42 -0.54

Here are the Mulliken charges for atoms 1 to 8, given in e: -0.82 -0.36 -0.30 -0.22 -0.24 -0.21 0.29 0.28

#B
C4H8ClN | ωB97M-V/def2-TZVPD

The SMILES is CC1(Cl)CNC1. As for the highest occupied orbital energy: -9.589 eV. The gap between HOMO and LUMO is 10.5 eV.

Atoms and positions in Å:
C -1.10 1.29 0.02
C -0.45 -0.08 0.02
Cl -1.78 -1.34 -0.02
C 0.71 -0.49 1.04
N 1.52 -1.09 -0.07
C 0.62 -0.37 -1.05
H -1.82 1.46 -0.83
H -0.29 2.00 -0.01
H -1.67 1.49 0.95
H 1.16 0.48 1.33
H 0.44 -1.07 1.92
H 1.14 -2.06 -0.09
H 1.05 0.62 -1.16
H 0.46 -0.83 -2.04

Here are the Mulliken charges for atoms 1 to 8, given in e: -1.34 0.84 -0.25 -0.59 -0.49 -0.67 0.33 0.35

#C
C4H8ClN | ωB97M-V/def2-TZVPD

The SMILES is ClCCN1CC1. As for the highest occupied orbital energy: -9.372 eV. The gap between HOMO and LUMO is 10.5 eV.

Atoms and positions in Å:
Cl 1.62 2.93 -0.47
C 0.69 1.66 0.47
C -0.02 0.75 -0.51
N -0.75 -0.30 0.15
C -0.97 -1.58 -0.52
C -0.08 -1.47 0.67
H 1.43 1.11 1.10
H -0.02 2.26 1.11
H -0.69 1.46 -1.03
H 0.70 0.41 -1.24
H -1.99 -1.95 -0.37
H -0.47 -1.84 -1.48
H -0.42 -1.89 1.63
H 0.98 -1.54 0.49

Here are the Mulliken charges for atoms 1 to 8, given in e: -0.22 -0.35 -0.60 -0.28 -0.43 -0.38 0.29 0.31

Ordering by calculated energy gives the sequence #B, #C, #A, with the first entry being the most stable.